ORCA calculation (wB97M-V/def2-TZVPD) on a structure of composition C54H52N5O2P2RhS.

Geometry as XYZ:
```
117
Properties=species:S:1:pos:R:3:lowdin_spin:R:1
Rh -0.77 1.56 -1.34 1.32
O 0.71 -2.20 -1.16 0.00
P 0.87 -3.40 -0.19 0.00
C 2.00 -2.58 1.24 0.00
P 1.21 -1.76 2.75 0.00
O -0.16 -1.17 2.61 0.00
C 2.27 -0.28 3.44 0.00
C 1.79 0.61 4.41 0.00
C 2.56 1.57 5.06 0.00
C 3.87 1.85 4.70 0.00
C 4.37 1.01 3.72 0.00
C 3.60 -0.03 3.14 0.00
C 1.66 -2.76 4.15 0.00
C 0.87 -2.94 5.32 0.00
C 1.33 -3.76 6.35 0.00
C 2.56 -4.41 6.24 0.00
C 3.35 -4.18 5.14 0.00
C 2.98 -3.18 4.23 0.00
C 0.98 -4.98 -1.03 0.00
C 2.03 -5.64 -1.65 0.00
C 1.79 -6.68 -2.55 0.00
C 0.50 -6.92 -3.04 0.00
C -0.55 -6.39 -2.33 0.00
C -0.33 -5.38 -1.41 0.00
C -0.46 -3.86 0.94 0.00
C -0.23 -4.94 1.85 0.00
C -1.00 -5.11 2.99 0.00
C -2.17 -4.40 3.22 0.00
C -2.49 -3.47 2.24 0.00
C -1.70 -3.24 1.10 0.00
H 2.50 -1.84 0.61 0.00
H 2.77 -3.34 1.52 0.00
H 0.73 0.53 4.65 0.00
H 2.03 2.15 5.81 0.00
H 4.44 2.67 5.10 0.00
H 5.40 1.15 3.33 0.00
H 4.17 -0.65 2.40 0.00
H -0.12 -2.50 5.35 0.00
H 0.72 -3.92 7.25 0.00
H 2.98 -5.07 7.05 0.00
H 4.32 -4.70 5.01 0.00
H 3.72 -2.74 3.57 0.00
H 3.07 -5.41 -1.39 0.00
H 2.65 -7.28 -2.91 0.00
H 0.34 -7.53 -3.91 0.00
H -1.58 -6.71 -2.53 0.00
H -1.19 -4.83 -1.02 0.00
H 0.51 -5.71 1.61 0.00
H -0.65 -5.87 3.73 0.00
H -2.85 -4.62 4.05 0.00
H -3.35 -2.83 2.36 0.00
H -2.04 -2.49 0.37 0.00
H -0.82 1.29 0.20 0.03
S -2.83 5.24 -3.02 0.02
C -3.03 3.75 -2.12 0.03
N -2.10 2.87 -2.48 0.06
C -1.38 3.26 -3.67 0.01
C -0.38 2.49 -4.34 0.00
C -0.17 2.86 -5.66 0.00
C -0.84 3.95 -6.25 0.00
C -1.74 4.75 -5.57 0.00
C -1.92 4.46 -4.19 0.00
H -3.82 3.48 -1.44 0.00
H 0.01 1.56 -3.90 0.00
H 0.42 2.22 -6.32 0.00
H -0.79 4.03 -7.32 0.00
H -2.27 5.59 -6.05 0.00
C 3.40 1.25 0.03 0.01
C 3.66 2.37 -1.05 0.03
C 5.18 2.68 -0.87 0.00
C 2.89 3.64 -1.05 0.22
C 3.45 4.83 -1.45 -0.01
C 2.75 6.04 -1.25 0.25
C 1.59 6.00 -0.42 -0.03
C 1.19 4.80 0.12 0.27
C 0.40 4.54 1.34 0.05
C 0.65 5.65 2.36 0.00
C 0.75 3.23 2.09 0.01
C 1.42 3.59 -0.73 0.11
N 0.71 2.65 -1.12 0.51
H 4.14 0.45 0.06 0.00
H 2.40 0.82 0.05 0.00
H 3.47 1.77 1.02 0.00
H 3.61 1.83 -2.03 0.01
H 5.28 3.33 -0.02 0.00
H 5.51 3.27 -1.72 0.00
H 5.80 1.80 -0.67 0.00
H 4.40 4.84 -1.97 0.00
H 3.10 6.98 -1.69 0.01
H 0.98 6.90 -0.24 0.00
H -0.70 4.56 1.15 0.02
H 1.72 5.77 2.45 0.00
H 0.22 5.50 3.35 0.00
H 0.41 6.62 1.96 0.00
H 0.05 2.93 2.85 0.00
H 1.81 3.34 2.42 0.00
H 0.83 2.39 1.46 0.00
N -10.61 0.34 -3.58 0.08
C -9.48 0.04 -3.46 0.03
C -8.08 -0.17 -3.24 0.12
C -7.24 -0.85 -4.16 0.05
C -5.93 -1.10 -3.79 0.06
C -5.42 -0.46 -2.64 0.15
C -6.25 0.15 -1.72 0.07
C -7.54 0.38 -2.07 0.03
N -3.99 -0.43 -2.52 0.04
C -3.05 -1.12 -3.35 0.05
C -1.84 -0.84 -2.83 0.01
N -1.92 -0.04 -1.69 0.11
C -3.25 0.17 -1.56 0.20
H -7.64 -1.26 -5.07 0.00
H -5.26 -1.69 -4.39 0.01
H -5.79 0.52 -0.79 0.01
H -8.17 0.95 -1.40 0.00
H -3.24 -1.76 -4.21 0.01
H -0.88 -1.25 -3.07 0.00
H -3.77 0.83 -0.88 0.02
```

DFT total energy: -3704.30512 hartree
E_HOMO (spin up / spin down): -3.60 / -7.43 eV
⟨S²⟩: 6.114
relative energy (zero: lowest compared OMol25 entry of this formula, charge and spin): 1.4 kcal/mol
2S+1: 5

=====

ORCA calculation (wB97M-V/def2-TZVPD) on a structure of composition C54H53As3MnN5S.

Geometry as XYZ:
```
117
Properties=species:S:1:pos:R:3:lowdin_spin:R:1
Mn 11.11 12.96 11.18 4.60
S 11.13 14.15 13.35 0.07
C 10.06 15.55 13.10 0.01
C 9.43 16.16 14.20 0.00
C 8.61 17.28 14.07 0.00
C 8.46 17.86 12.81 0.00
C 9.04 17.28 11.68 0.00
C 9.89 16.20 11.84 0.01
As 10.87 15.38 10.37 0.04
C 12.58 16.35 10.29 0.01
C 13.05 17.14 11.34 0.00
C 14.34 17.63 11.41 0.00
C 15.20 17.35 10.34 0.00
C 14.82 16.53 9.32 0.00
C 13.52 16.07 9.26 0.00
C 9.86 15.83 8.71 0.01
C 8.69 15.13 8.43 0.00
C 8.14 15.11 7.12 0.00
C 8.75 15.84 6.13 0.00
C 9.93 16.52 6.37 0.00
C 10.48 16.56 7.65 0.00
H 9.60 15.78 15.23 0.00
H 8.17 17.72 14.96 0.00
H 7.83 18.79 12.64 0.00
H 8.86 17.72 10.69 0.00
H 12.39 17.37 12.19 0.00
H 14.70 18.17 12.27 0.00
H 16.24 17.71 10.36 0.00
H 15.54 16.24 8.56 0.00
H 13.18 15.48 8.40 0.00
H 8.21 14.63 9.29 0.00
H 7.28 14.47 6.89 0.00
H 8.27 15.80 5.11 0.00
H 10.48 16.99 5.55 0.00
H 11.32 17.20 7.90 0.00
C 11.08 11.00 16.57 0.00
C 12.17 12.01 16.39 0.00
As 13.40 11.90 14.78 0.00
C 14.97 12.82 15.62 0.00
C 14.80 13.92 16.46 0.00
C 15.87 14.76 16.70 0.00
C 17.12 14.53 16.12 0.00
C 17.31 13.42 15.27 0.00
C 16.23 12.60 15.04 0.00
C 14.13 10.08 14.82 0.00
C 14.97 9.68 15.86 0.00
C 15.50 8.41 15.91 0.00
C 15.28 7.55 14.84 0.00
C 14.60 7.97 13.70 0.00
C 13.95 9.20 13.73 0.00
As 9.89 10.84 14.91 0.00
C 8.44 12.17 15.36 0.00
C 7.34 12.25 14.45 0.00
C 6.25 13.00 14.78 0.00
C 6.32 13.92 15.86 0.00
C 7.49 13.98 16.61 0.00
C 8.50 13.05 16.43 0.00
C 9.07 9.17 15.43 0.00
C 9.88 8.03 15.64 0.00
C 9.32 6.79 15.97 0.00
C 7.93 6.68 16.01 0.00
C 7.13 7.80 15.92 0.00
C 7.73 9.02 15.55 0.00
H 10.39 11.24 17.43 0.00
H 11.49 10.04 16.82 0.00
H 12.84 12.03 17.26 0.00
H 11.74 13.03 16.32 0.00
H 13.81 14.11 16.94 0.00
H 15.75 15.58 17.43 0.00
H 17.93 15.21 16.38 0.00
H 18.28 13.27 14.77 0.00
H 16.31 11.71 14.42 0.00
H 15.25 10.44 16.57 0.00
H 16.07 8.05 16.79 0.00
H 15.70 6.54 14.90 0.00
H 14.53 7.30 12.85 0.00
H 13.33 9.49 12.87 0.00
H 7.35 11.59 13.58 0.00
H 5.27 12.94 14.21 0.00
H 5.47 14.58 16.10 0.00
H 7.60 14.73 17.39 0.00
H 9.35 13.04 17.09 0.00
H 10.98 8.14 15.51 0.00
H 9.98 6.02 16.31 0.00
H 7.49 5.72 16.27 0.00
H 6.05 7.71 16.08 0.00
H 7.07 9.91 15.44 0.00
C 8.78 9.09 9.78 0.02
C 10.12 9.05 10.19 0.00
C 10.69 10.22 10.62 0.03
N 10.04 11.40 10.57 0.05
C 8.81 11.46 10.02 0.03
C 8.11 10.32 9.74 0.00
H 8.24 8.19 9.52 0.00
H 10.70 8.16 10.26 0.00
H 11.75 10.21 10.93 0.00
H 8.34 12.41 9.86 0.00
H 7.04 10.44 9.47 0.00
C 17.56 12.87 8.56 0.00
C 16.57 12.20 7.60 0.00
C 15.78 13.19 6.71 0.00
C 15.57 11.23 8.28 0.00
N 14.67 11.94 9.24 0.01
C 13.36 12.22 9.23 0.02
N 13.01 12.72 10.41 0.05
N 14.18 12.95 11.09 0.01
N 15.16 12.49 10.41 0.00
H 18.28 13.54 8.07 0.00
H 18.15 12.05 9.06 0.00
H 17.07 13.42 9.35 0.00
H 17.07 11.54 6.87 0.00
H 15.12 13.87 7.24 0.00
H 15.22 12.67 5.89 0.00
H 16.49 13.82 6.16 0.00
H 16.10 10.43 8.83 0.00
H 14.86 10.78 7.57 0.00
H 12.69 12.12 8.38 0.00
```

DFT total energy: -10619.53946 hartree
E_HOMO (spin up / spin down): -9.33 / -9.36 eV
⟨S²⟩: 8.762
total charge: +1
relative energy (zero: lowest compared OMol25 entry of this formula, charge and spin): 0.0 kcal/mol
2S+1: 6